1.
Here is an isolated molecule of C27H35FN2O from the OMol25 dataset. Energies are from ωB97M-V with the def2-TZVPD basis set.

Last column: Löwdin charge in e.
Geometry (Å):
C  6.132  2.739  0.205  -0.082
H  6.427  1.698  0.096  0.067
H  6.885  3.363  -0.269  0.070
H  6.104  2.981  1.265  0.064
C  4.766  2.987  -0.448  -0.252
N  3.677  2.156  0.020  -0.171
C  3.756  0.757  -0.366  -0.157
H  4.614  0.598  -1.027  0.124
C  2.484  0.320  -1.106  -0.284
C  2.419  0.924  -2.506  -0.162
C  1.158  0.436  -3.211  -0.168
C  1.125  -1.090  -3.225  -0.191
N  1.164  -1.582  -1.865  -0.182
C  0.818  -2.977  -1.693  -0.182
H  1.709  -3.605  -1.538  0.120
C  -0.137  -3.137  -0.493  -0.122
C  -1.412  -2.408  -0.786  -0.223
C  -1.471  -1.032  -0.612  0.033
C  -2.625  -0.361  -0.962  -0.271
C  -3.731  -1.004  -1.485  -0.031
C  -3.665  -2.377  -1.651  -0.079
C  -2.518  -3.070  -1.306  -0.047
H  -2.480  -4.142  -1.444  0.110
H  -4.517  -2.906  -2.051  0.106
H  -4.617  -0.444  -1.737  0.120
F  -2.682  0.982  -0.775  0.046
H  -0.627  -0.491  -0.219  0.109
H  0.337  -2.717  0.395  0.110
H  -0.327  -4.198  -0.326  0.114
H  0.309  -3.340  -2.589  0.121
C  2.392  -1.202  -1.201  -0.155
H  2.388  -1.630  -0.195  0.123
H  3.281  -1.595  -1.735  0.135
H  0.196  -1.432  -3.689  0.121
H  1.974  -1.471  -3.825  0.126
H  0.279  0.799  -2.677  0.111
H  1.121  0.812  -4.235  0.110
H  2.422  2.011  -2.433  0.114
H  3.299  0.615  -3.078  0.119
H  1.618  0.673  -0.542  0.124
H  3.899  0.116  0.515  0.122
C  3.354  2.344  1.426  -0.159
C  1.988  1.799  1.739  -0.223
C  0.855  2.417  1.217  -0.030
C  -0.406  1.917  1.472  -0.024
C  -0.558  0.775  2.261  -0.255
C  0.573  0.152  2.784  -0.021
C  1.830  0.664  2.524  -0.036
H  2.700  0.175  2.941  0.112
H  0.457  -0.732  3.395  0.117
C  -1.845  0.251  2.533  0.019
C  -2.918  -0.215  2.814  -0.006
C  -4.232  -0.756  3.091  -0.173
H  -4.806  -0.027  3.671  0.123
H  -4.134  -1.673  3.678  0.120
C  -4.990  -1.067  1.789  -0.268
O  -5.311  0.087  1.059  -0.061
H  -4.495  0.563  0.861  0.066
H  -4.393  -1.762  1.178  0.110
H  -5.945  -1.542  2.027  0.120
H  -1.280  2.398  1.059  0.114
H  0.974  3.293  0.598  0.122
H  4.094  1.864  2.091  0.121
H  3.366  3.421  1.624  0.130
H  4.477  4.030  -0.283  0.114
H  4.849  2.833  -1.527  0.111

structure (SMILES): CCN(Cc1ccc(C#CCCO)cc1)C[C@H]1CCCN(CCc2cccc(F)c2)C1
net charge: 0
multiplicity: 1
lowest unoccupied orbital energy: 0.791 eV
frontier orbital gap: 9.0 eV

***

2.
Here is a structure of composition C27H35FN4P2Re from the OMol25 dataset. Energies are from ωB97M-V with the def2-TZVPD basis set.

Last column: Löwdin charge in e.
Geometry (Å):
Re  0.335  -0.974  2.667  1.451
C  -0.599  0.200  4.241  -0.277
C  -1.437  0.170  3.059  -0.308
C  -1.475  1.389  2.163  -0.265
C  -0.134  1.763  1.442  -0.182
C  1.003  0.760  1.707  -0.397
C  1.613  0.674  3.024  -0.339
C  1.329  1.836  4.006  -0.168
C  -0.053  1.614  4.639  -0.160
C  1.319  -1.810  4.340  -0.225
H  -0.915  -0.409  5.121  0.123
H  -2.390  -0.381  3.130  0.116
H  -1.791  2.299  2.691  0.110
H  -2.263  1.200  1.400  0.003
H  -0.318  1.820  0.351  0.059
H  0.101  2.806  1.712  0.121
H  1.704  0.672  0.852  0.027
H  2.656  0.375  3.000  0.096
H  1.413  2.847  3.555  0.116
H  2.085  1.878  4.805  0.113
H  0.001  1.700  5.738  0.118
H  -0.729  2.417  4.315  0.099
H  1.294  -1.262  5.299  0.030
H  2.364  -2.083  4.144  0.018
H  0.819  -2.775  4.523  0.021
P  1.490  -1.097  -0.557  1.128
P  -2.147  0.028  -0.526  1.172
N  2.882  -0.055  -0.970  -0.273
N  2.042  -2.361  -1.698  -0.201
N  -2.417  1.723  -1.342  -0.205
N  -3.615  -0.565  -1.225  -0.226
C  0.343  -0.246  -1.733  -0.371
C  -1.067  -0.841  -1.708  -0.398
C  3.958  0.187  -0.124  -0.130
C  4.876  1.023  -0.765  -0.042
C  4.320  1.350  -2.048  -0.043
C  3.100  0.690  -2.137  -0.144
C  2.347  -3.664  -1.284  0.023
C  2.725  -4.407  -2.404  0.037
C  2.644  -3.541  -3.543  0.033
C  2.271  -2.288  -3.071  0.002
C  -2.468  3.036  -0.875  -0.123
C  -2.213  3.900  -1.930  -0.049
C  -1.932  3.096  -3.082  -0.054
C  -2.123  1.782  -2.700  -0.208
C  -4.599  -0.046  -2.079  0.043
C  -5.392  -1.098  -2.542  0.056
C  -4.858  -2.312  -1.978  0.026
C  -3.786  -1.959  -1.182  -0.017
H  0.737  -0.400  -2.732  0.051
H  0.314  0.829  -1.582  0.083
H  -1.546  -0.827  -2.708  0.086
H  -1.022  -1.915  -1.444  0.081
H  4.023  -0.290  0.833  0.105
H  5.852  1.278  -0.397  0.105
H  4.777  1.902  -2.856  0.109
H  2.383  0.655  -2.936  0.085
H  2.317  -3.896  -0.243  0.133
H  3.073  -5.431  -2.399  0.131
H  2.865  -3.756  -4.572  0.126
H  2.204  -1.338  -3.596  0.122
H  -2.772  3.243  0.135  0.110
H  -2.291  4.994  -1.920  0.119
H  -1.705  3.384  -4.090  0.104
H  -2.127  0.899  -3.338  0.100
H  -4.609  1.016  -2.283  0.140
H  -6.238  -1.023  -3.221  0.137
H  -5.199  -3.327  -2.147  0.131
H  -3.098  -2.551  -0.613  0.132
F  -0.254  -2.507  1.691  -0.528

net charge: +2
multiplicity: 4
lowest unoccupied orbital energy (alpha / beta): -5.464 / -9.548 eV
<S²>: 3.788
frontier orbital gap (alpha / beta): 7.8 / 3.6 eV

***

3.
Here is a structure of composition C27H35KN6O8 from the OMol25 dataset. Energies are from ωB97M-V with the def2-TZVPD basis set.

Last column: Löwdin charge in e.
Geometry (Å):
K  -0.620  0.025  1.558  0.881
O  1.388  -0.714  5.095  -0.053
C  0.773  -1.061  4.054  -0.640
O  -0.344  -0.646  3.638  -0.194
C  1.554  -2.042  3.148  -0.098
C  2.532  -1.237  2.250  -0.251
C  3.691  -2.133  1.804  -0.107
C  2.966  -3.069  0.789  -0.099
C  1.543  -2.481  0.789  -0.261
O  1.796  -1.070  1.011  -0.124
C  0.802  -2.909  2.068  -0.103
C  -0.745  -2.780  1.927  -0.659
O  -1.429  -3.469  2.698  -0.009
O  -1.156  -2.060  0.946  -0.264
H  2.123  -2.665  3.830  0.135
H  2.824  -0.274  2.656  0.154
H  4.459  -1.534  1.310  0.098
H  4.148  -2.660  2.643  0.107
H  3.415  -3.014  -0.203  0.100
H  2.959  -4.114  1.105  0.105
H  0.973  -2.623  -0.120  0.123
H  0.961  -3.966  2.271  0.137
O  -2.923  4.816  1.736  -0.006
C  -1.981  4.037  1.542  -0.476
N  -1.525  3.587  0.370  0.156
C  -1.401  4.261  -0.760  -0.496
O  -1.025  5.433  -0.939  -0.028
C  -1.585  3.433  -2.046  -0.210
C  -1.269  4.038  -3.258  -0.035
C  -1.427  3.319  -4.432  -0.094
C  -1.906  2.018  -4.364  -0.091
C  -2.208  1.496  -3.115  -0.145
N  -2.052  2.182  -1.975  0.134
C  -1.442  3.315  2.781  -0.219
C  -2.303  3.077  3.843  -0.022
C  -1.830  2.399  4.961  -0.069
C  -0.505  2.007  5.001  -0.078
C  0.294  2.331  3.915  -0.163
N  -0.151  2.959  2.818  0.102
H  -0.911  5.058  -3.235  0.100
H  -1.180  3.766  -5.388  0.089
H  -2.038  1.411  -5.252  0.089
H  -2.583  0.477  -3.016  0.085
H  -3.327  3.411  3.755  0.105
H  -2.497  2.157  5.779  0.097
H  -0.088  1.417  5.808  0.099
H  1.349  2.067  3.924  0.105
C  -3.501  -2.893  -1.265  -0.049
C  -2.273  -3.071  -2.150  -0.648
C  -1.449  -4.259  -1.634  -0.053
C  -2.685  -3.306  -3.598  -0.072
N  -1.533  -1.807  -2.044  -0.069
N  -0.251  -1.854  -2.671  0.028
H  -4.123  -3.794  -1.291  0.078
H  -4.096  -2.041  -1.613  0.080
H  -3.197  -2.705  -0.227  0.075
H  -2.048  -5.177  -1.645  0.075
H  -1.129  -4.068  -0.602  0.073
H  -0.566  -4.424  -2.261  0.069
H  -3.247  -4.245  -3.692  0.071
H  -1.799  -3.352  -4.239  0.062
H  -3.316  -2.477  -3.943  0.072
H  -1.429  -1.626  -1.052  0.073
H  0.411  -2.313  -2.058  0.043
H  0.078  -0.899  -2.752  0.034
C  4.107  1.217  -1.533  -0.052
N  3.035  2.163  -1.315  -0.189
C  3.346  3.465  -0.760  -0.057
C  1.738  1.812  -1.545  -0.291
O  1.386  0.735  -1.998  0.006
H  4.662  1.439  -2.451  0.083
H  3.685  0.221  -1.610  0.080
H  4.801  1.254  -0.689  0.083
H  4.008  4.026  -1.423  0.080
H  3.833  3.371  0.214  0.085
H  2.426  4.032  -0.627  0.090
H  1.027  2.596  -1.248  0.131

net charge: -2
multiplicity: 1
lowest unoccupied orbital energy: 4.018 eV
frontier orbital gap: 7.2 eV

***

4.
Here is a structure of composition C27H35LaN2O2P3 from the OMol25 dataset. Energies are from ωB97M-V with the def2-TZVPD basis set.

Last column: Löwdin charge in e.
Geometry (Å):
La  0.930  1.393  -0.087  1.778
P  0.768  1.153  3.140  0.814
P  2.924  1.262  -2.376  0.781
N  -1.239  2.153  0.616  -0.171
N  -0.316  1.948  -2.157  -0.107
H  -2.770  3.388  -0.170  0.139
H  -2.242  2.604  -2.637  0.138
H  -2.911  1.649  -0.677  0.123
C  -2.204  2.484  -0.484  -0.159
H  -1.281  3.843  -1.831  0.130
C  -1.509  2.764  -1.837  -0.186
H  -2.609  2.508  2.111  0.148
H  -0.044  2.998  -3.895  0.140
C  -1.517  2.406  1.864  -0.167
C  0.422  2.307  -3.189  -0.240
C  -0.577  2.508  3.096  -0.381
C  1.734  1.945  -3.494  -0.324
H  -1.228  2.277  4.002  0.096
H  2.019  2.153  -4.515  0.085
H  4.054  2.017  -2.884  -0.018
H  3.225  0.099  -3.149  -0.052
H  1.797  1.878  3.727  -0.085
H  0.235  0.674  4.376  -0.043
H  1.443  5.250  -1.797  0.133
C  1.757  4.903  -0.789  -0.599
C  3.241  5.205  -0.725  -0.059
C  1.032  5.792  0.205  -0.062
O  1.452  3.547  -0.617  -0.516
H  3.378  6.189  -1.177  0.092
H  3.553  5.262  0.326  0.083
H  3.836  4.467  -1.278  0.069
H  -0.022  5.496  0.333  0.069
H  1.615  5.725  1.148  0.085
H  1.026  6.833  -0.161  0.096
H  -0.114  3.467  3.274  0.077
O  0.097  -0.877  -0.486  -0.564
P  -0.364  -2.267  -0.009  0.836
C  0.042  -2.423  1.734  -0.298
C  -0.903  -2.241  2.749  -0.077
C  -0.499  -2.267  4.083  -0.089
C  0.833  -2.506  4.431  -0.066
C  1.766  -2.676  3.408  -0.067
C  1.384  -2.636  2.072  -0.088
C  -2.125  -2.496  -0.273  -0.270
C  -2.638  -3.587  -0.999  -0.046
C  -4.008  -3.677  -1.251  -0.050
C  -4.892  -2.699  -0.790  -0.043
C  -4.380  -1.618  -0.060  -0.064
C  -3.010  -1.508  0.187  -0.109
C  0.537  -3.566  -0.860  -0.312
C  0.643  -4.865  -0.335  -0.075
C  1.417  -5.823  -0.986  -0.051
C  2.114  -5.508  -2.156  -0.043
C  2.006  -4.212  -2.672  -0.062
C  1.208  -3.250  -2.050  -0.072
H  -1.954  -2.075  2.502  0.103
H  -1.231  -2.088  4.871  0.116
H  1.137  -2.544  5.483  0.124
H  2.811  -2.835  3.662  0.117
H  2.131  -2.772  1.286  0.119
H  -1.963  -4.357  -1.375  0.110
H  -4.398  -4.524  -1.814  0.120
H  -5.963  -2.766  -0.996  0.122
H  -5.053  -0.853  0.319  0.110
H  -2.627  -0.644  0.738  0.090
H  0.133  -5.126  0.593  0.123
H  1.486  -6.827  -0.584  0.116
H  2.735  -6.250  -2.664  0.122
H  2.555  -3.938  -3.575  0.113
H  1.115  -2.244  -2.472  0.099

net charge: +2
multiplicity: 2
lowest unoccupied orbital energy (alpha / beta): -5.750 / -7.543 eV
<S²>: 0.782
frontier orbital gap (alpha / beta): 8.5 / 6.7 eV